No. 1
Density functional theory data (ωB97M-V with the def2-TZVPD basis set) for a 7-piece molecular cluster, C43H75BO14S overall.

Each line ends with the Mulliken charge.
Positions of all 134 atoms, in Å:
S 0.291 0.893 0.329  -0.14
O 0.078 11.795 -3.610  -0.39
O 3.799 -7.355 -2.772  -0.37
O 0.633 -3.028 -1.087  0.70
O 4.389 0.185 -1.608  -0.48
O 1.362 0.155 -2.119  -0.42
O -0.420 2.686 4.171  -0.44
O 2.272 -1.358 -3.758  -0.62
O 3.390 6.160 -0.777  -0.44
O -5.937 2.838 4.828  -0.33
O 1.132 -1.616 0.914  0.26
O -3.615 -0.929 -2.136  -0.37
O -0.230 -5.413 -2.250  -0.44
O 3.647 -0.038 0.754  -0.83
O -1.042 -1.831 1.631  -0.54
C -0.746 -2.997 -1.541  -0.10
C -0.725 10.841 -2.901  -0.44
C -5.322 0.711 -2.243  -0.60
C 3.797 -9.305 -4.119  -0.56
C -1.597 3.226 4.788  -0.52
C -5.736 4.001 5.643  -0.39
C 3.500 -3.760 0.243  0.51
C -7.339 2.535 4.797  -0.48
C 3.575 4.768 -1.071  -0.47
C -2.378 -4.929 -0.915  -0.92
C 0.263 -5.121 1.538  0.47
C 0.432 -6.495 2.229  -0.81
C 1.995 6.403 -0.555  -0.11
C 2.565 -1.653 -1.178  0.83
C -4.286 1.158 -1.234  -0.68
C 2.271 4.073 -0.734  0.28
C -3.554 -0.137 -0.942  0.89
C 0.118 -2.342 1.597  0.05
C -1.285 -4.462 -2.002  0.00
C 1.270 9.751 -3.509  -0.47
C 0.748 -5.154 4.559  -0.60
C -0.195 9.468 -3.264  -0.47
C 0.499 -0.380 -1.049  0.44
C 0.293 -3.752 2.304  0.25
C 4.666 -8.364 -3.308  -0.51
C 4.654 -3.258 1.285  -0.92
C 1.224 11.124 -4.151  -0.47
C 0.545 -3.808 3.829  -0.34
C 2.521 -7.455 -3.419  0.03
C -1.764 0.882 4.914  -0.61
C 2.085 -1.026 -2.578  -0.26
C 1.256 5.159 -1.008  -0.65
C -2.630 2.117 4.805  -0.22
C -7.103 4.606 5.890  -0.56
C -7.995 3.385 5.867  -0.54
C 5.794 -0.023 -1.329  -0.62
C 1.073 -1.790 -0.522  -0.35
C 3.532 -2.934 -1.152  0.15
C 2.702 -8.382 -4.605  -0.67
C -0.565 1.263 4.069  0.33
C 3.356 -3.953 -2.382  -0.88
C 0.679 -6.486 3.778  -0.37
C -4.560 -0.333 -3.036  -0.50
B 3.545 -0.475 -0.612  0.90
H 2.372 -3.776 -2.961  0.18
H 3.054 -7.814 -5.473  0.30
H 5.223 -4.138 1.753  0.35
H 0.572 -2.821 4.402  0.36
H -0.375 8.723 -2.487  0.28
H 4.209 -2.562 2.083  0.17
H -5.056 4.692 5.137  0.25
H -7.370 5.277 5.066  0.28
H 1.802 9.804 -2.553  0.23
H -5.708 1.520 -2.865  0.35
H 4.266 -3.925 -3.089  0.24
H 1.811 -7.871 -2.695  0.09
H 2.122 11.711 -3.950  0.28
H 0.306 5.015 -0.489  0.37
H 4.441 -0.388 1.208  0.29
H -1.466 -2.463 -0.823  0.00
H -5.270 3.677 6.580  0.30
H 5.453 -2.625 0.734  0.15
H 5.409 -7.867 -3.940  0.30
H 2.111 3.164 -1.317  -0.13
H 0.959 -5.222 5.685  0.32
H 3.290 -5.053 -2.033  0.01
H -7.487 1.465 4.963  0.26
H 0.115 -5.121 0.401  0.11
H -2.337 -6.063 -0.779  0.28
H 0.381 -7.488 1.651  0.33
H 1.053 5.215 -2.083  0.30
H -0.758 -2.359 -2.509  0.14
H 6.425 0.932 -1.457  0.25
H -1.331 3.536 5.805  0.30
H -2.091 -4.414 0.079  0.19
H 1.783 -8.899 -4.885  0.36
H 0.355 0.775 4.401  0.24
H -3.603 1.877 -1.698  0.30
H 2.253 3.806 0.328  0.10
H 1.764 9.005 -4.134  0.39
H 2.481 -3.762 0.755  -0.97
H 4.342 -9.802 -4.923  0.35
H -3.352 2.220 5.617  0.20
H -9.041 3.609 5.651  0.33
H -2.510 0.027 -0.663  -0.89
H -0.612 11.039 -1.830  0.27
H -2.255 -0.031 4.570  0.35
H 1.686 7.297 -1.103  -0.06
H -3.180 2.103 3.858  0.17
H 4.419 4.380 -0.496  0.26
H -6.167 0.244 -1.725  0.26
H -3.427 -4.544 -1.180  0.31
H -1.033 1.311 0.389  0.13
H 3.808 4.679 -2.137  0.29
H 6.235 -0.809 -2.057  0.25
H -0.728 1.018 3.014  -0.44
H 3.370 -10.075 -3.468  0.24
H -1.933 4.105 4.233  0.27
H -4.045 -0.699 -0.141  0.21
H -7.947 2.873 6.833  0.26
H 6.007 -0.440 -0.275  0.20
H 1.089 11.051 -5.235  0.26
H 4.614 -2.523 -1.230  0.51
H 1.852 6.583 0.516  0.28
H -0.665 9.118 -4.190  0.27
H -7.157 5.172 6.822  0.34
H -3.998 0.125 -3.857  0.30
H 2.178 -6.461 -3.713  0.16
H -5.213 -1.106 -3.449  0.27
H -1.845 -4.305 -2.991  0.34
H -0.182 -6.086 -1.537  0.29
H -1.457 0.734 5.955  0.31
H 3.755 -4.872 0.051  0.49
H -1.775 10.971 -3.172  0.27
H -4.712 1.618 -0.341  0.39
H 0.830 -7.487 4.313  0.31
H -7.715 2.790 3.801  0.28
H -0.526 -0.308 -1.542  -0.06
H 5.185 -8.873 -2.493  0.26

Forces on atoms 1 to 3 (eV/Å):
0.4 0.3 -0.2
0.0 -0.3 0.0
-0.1 -0.3 -0.3

Calculated values
Multiplicity ... 1
Net charge ... 0
Kohn-Sham gap ... 8.98 eV
E ... -3159.4985 a.u.

No. 2
Density functional theory data (ωB97M-V with the def2-TZVPD basis set) for a 11-piece molecular cluster, C43H77N10O overall.

Each line ends with the Mulliken spin population.
Positions of all 131 atoms, in Å:
O -18.719 -20.855 4.694  0.91
N -26.386 -21.416 7.179  0.00
N -16.091 -19.770 2.555  0.00
N -18.080 -20.518 8.094  0.00
N -21.928 -18.118 10.522  0.00
N -16.783 -23.218 2.895  0.00
N -20.267 -15.873 3.715  0.00
N -17.975 -23.436 6.336  0.00
N -25.412 -25.090 -0.377  0.00
N -24.848 -21.163 3.888  0.00
N -26.320 -19.278 0.705  0.00
C -24.295 -25.270 -0.199  0.00
C -18.916 -18.775 0.560  -0.01
C -22.429 -16.086 5.164  0.00
C -23.614 -17.520 3.456  0.00
C -20.976 -16.703 8.546  0.00
C -21.146 -20.918 4.005  0.06
C -19.236 -22.586 0.200  0.00
C -27.346 -20.495 4.085  0.00
C -20.245 -19.189 5.728  0.01
C -22.853 -22.374 7.757  0.00
C -17.737 -22.830 2.372  0.00
C -22.462 -25.346 1.492  0.00
C -25.381 -20.879 7.332  0.00
C -21.204 -15.970 4.377  0.00
C -18.515 -17.315 9.103  0.00
C -18.995 -24.023 -0.285  0.00
C -18.972 -23.795 5.862  0.01
C -18.106 -22.300 11.502  0.00
C -17.853 -19.082 -0.465  0.00
C -27.190 -18.227 5.370  0.00
C -19.108 -21.145 11.435  0.00
C -22.550 -23.957 2.129  0.00
C -25.783 -20.243 0.378  0.00
C -25.078 -21.468 -0.016  0.00
C -27.623 -18.996 4.084  0.00
C -25.958 -20.862 3.991  0.00
C -20.049 -20.604 5.138  0.05
C -20.555 -25.690 5.696  0.00
C -23.693 -16.271 4.338  0.00
C -19.535 -16.220 8.889  0.00
C -21.528 -17.480 9.676  0.00
C -19.791 -21.051 10.053  0.00
C -20.242 -24.260 5.314  -0.01
C -23.093 -20.979 8.420  -0.01
C -18.982 -22.374 1.693  -0.02
C -22.852 -25.484 0.038  0.00
C -17.092 -19.237 2.326  0.00
C -24.044 -20.176 7.565  0.00
C -18.841 -20.735 8.964  0.00
C -20.751 -25.982 7.182  0.00
C -22.689 -20.618 0.659  0.00
C -18.338 -18.545 2.020  0.00
C -23.580 -21.278 -0.471  0.00
H -18.322 -17.890 8.197  0.00
H -23.391 -21.023 9.467  0.00
H -22.156 -20.693 4.348  0.00
H -17.369 -22.296 10.699  0.00
H -21.217 -19.062 6.205  -0.01
H -22.481 -15.243 5.853  0.00
H -22.712 -17.596 2.849  0.00
H -22.740 -21.315 1.496  0.00
H -22.171 -24.021 3.149  0.00
H -19.778 -26.345 5.302  0.00
H -27.344 -17.148 5.350  0.00
H -19.846 -21.188 12.236  0.00
H -22.684 -26.517 -0.267  0.00
H -19.762 -25.878 7.630  0.00
H -23.579 -23.602 2.177  0.00
H -20.199 -22.168 -0.091  0.00
H -20.992 -17.388 7.698  0.00
H -21.649 -20.396 0.420  0.00
H -19.182 -15.533 8.120  0.00
H -22.313 -24.779 -0.594  0.00
H -19.836 -22.834 2.189  0.00
H -18.472 -22.012 -0.325  0.00
H -20.247 -21.314 5.941  -0.02
H -23.616 -18.417 4.075  0.00
H -17.594 -16.873 9.483  0.00
H -24.513 -17.612 2.847  0.00
H -19.628 -19.593 0.668  0.00
H -18.602 -20.202 11.644  0.00
H -27.618 -18.654 6.276  0.00
H -19.729 -24.722 0.114  0.00
H -24.570 -16.310 4.985  0.00
H -23.216 -22.243 -0.824  0.00
H -20.342 -21.954 9.790  0.00
H -27.752 -20.891 5.016  0.00
H -21.129 -21.969 3.714  -0.01
H -18.836 -17.986 9.899  0.00
H -24.288 -19.223 8.034  0.00
H -21.433 -25.666 1.656  0.00
H -21.038 -23.641 5.730  0.00
H -23.505 -20.593 -1.315  0.00
H -21.221 -26.928 7.454  0.00
H -19.507 -18.934 6.488  0.01
H -18.938 -24.087 -1.372  0.00
H -22.323 -16.874 5.909  0.00
H -18.069 -24.432 0.118  0.00
H -23.654 -23.084 7.962  0.00
H -19.527 -15.586 9.776  0.00
H -23.125 -25.984 2.077  0.00
H -23.849 -15.443 3.646  0.00
H -20.183 -24.138 4.233  0.00
H -22.103 -20.533 8.321  0.01
H -18.341 -19.526 -1.333  0.00
H -19.105 -21.315 1.923  0.01
H -27.826 -20.939 3.214  0.00
H -24.999 -22.026 0.917  0.00
H -17.249 -18.222 -0.754  0.00
H -19.130 -18.793 2.727  0.01
H -18.584 -23.271 11.371  0.00
H -17.506 -22.338 12.411  0.00
H -21.480 -25.972 5.194  0.00
H -28.675 -18.730 3.981  0.00
H -26.109 -18.328 5.472  0.00
H -22.708 -22.353 6.677  0.00
H -17.164 -19.857 -0.130  0.00
H -19.494 -17.908 0.239  0.00
H -23.633 -20.026 6.566  0.00
H -21.394 -25.228 7.634  0.00
H -21.862 -23.305 1.591  0.00
H -23.085 -19.658 0.992  0.00
H -25.652 -22.069 -0.722  0.00
H -21.561 -15.793 8.416  0.00
H -20.922 -20.342 3.108  -0.01
H -18.099 -17.483 2.074  0.00
H -20.324 -18.420 4.959  -0.01
H -21.935 -22.781 8.181  0.00
H -27.077 -18.567 3.244  0.00
H -20.599 -20.320 10.059  0.00

Forces on atoms 1 to 3 (eV/Å):
-2.0 0.3 0.4
0.1 0.1 0.0
-1.0 0.6 -0.3

Calculated values
Multiplicity ... 2
Net charge ... 0
Kohn-Sham gap (alpha / beta) ... 10.93 / 8.82 eV
E ... -2307.2530 a.u.

No. 3
Density functional theory data (ωB97M-V with the def2-TZVPD basis set) for a 6-piece molecular cluster, C43H80F4N3O22S5 overall.

Each line ends with the Mulliken charge.
Positions of all 157 atoms, in Å:
S -5.150 -0.111 4.837  1.23
S 0.382 3.608 6.307  1.23
S -2.044 -2.638 7.028  1.21
S 4.756 -5.089 1.703  1.13
S 2.845 8.186 -5.194  1.20
F 4.202 -0.506 -1.626  -0.33
F 2.317 0.033 0.912  -0.32
F 3.122 1.230 -1.045  -0.26
F 3.409 -1.699 0.276  -0.23
O 2.769 9.414 -4.468  -0.63
O -5.299 -1.175 -0.438  -0.53
O 6.128 -4.723 1.855  -0.64
O -2.879 -3.505 6.250  -0.63
O 3.274 -5.416 -3.056  -0.55
O 4.471 -6.444 2.477  -0.30
O 1.471 -5.594 -1.758  -0.39
O -1.150 3.721 5.887  -0.26
O -2.586 -1.956 8.167  -0.68
O 3.386 8.467 -6.663  -0.28
O 1.697 7.330 -5.283  -0.61
O 0.466 2.078 -6.594  -0.49
O -5.795 0.969 4.153  -0.71
O 0.739 2.226 6.422  -0.59
O 1.152 4.483 5.475  -0.65
O -3.263 -0.539 -1.131  -0.39
O -6.062 -1.406 4.744  -0.31
O -0.421 1.376 -5.708  -0.13
O -3.796 -0.460 4.503  -0.48
O 4.185 -5.190 0.385  -0.51
O -0.740 -3.434 7.483  -0.25
O -0.729 3.226 1.195  -0.40
N -1.499 -0.458 -3.626  1.00
N 1.964 -1.439 -3.410  0.61
N 1.800 4.316 -3.469  -0.56
C -4.494 -0.304 -0.586  0.71
C 0.293 1.688 -0.403  -1.81
C -0.051 0.602 -1.443  0.13
C 0.265 0.201 -5.329  -1.73
C 2.445 -0.823 -0.103  0.64
C -0.607 -2.918 -1.606  -0.24
C -1.597 -5.636 8.197  -0.97
C 0.717 2.137 -3.169  1.49
C -1.272 -1.480 5.959  -0.27
C -2.117 -2.721 -1.274  -1.29
C 2.668 -3.453 -1.873  -0.09
C 0.232 4.294 7.920  -0.98
C -0.841 2.705 -0.121  -0.42
C 4.909 -7.685 1.874  -0.27
C 0.587 4.773 -3.764  -0.69
C 4.223 7.261 -4.610  -0.99
C -1.481 3.485 4.501  -0.63
C 2.471 9.027 -7.632  -0.31
C 2.864 -2.611 -3.144  -1.32
C 2.953 -0.058 -1.380  0.57
C -0.864 -4.365 8.579  -0.35
C -0.236 -2.847 -3.107  -2.07
C 0.726 0.624 -2.806  2.55
C 1.797 2.996 -3.182  -0.40
C 2.170 10.491 -7.383  -0.99
C 2.136 -0.088 -2.713  0.85
C -5.250 0.126 6.577  -1.02
C 3.185 0.486 -3.653  -2.20
C -0.553 2.693 -3.444  -0.31
C -3.696 -1.285 -4.441  -1.11
C -2.276 -0.830 -4.825  -0.86
C -6.441 -1.839 3.423  -0.52
C 0.513 -1.692 -3.760  -1.51
C -4.829 1.132 -0.227  -0.94
C 2.518 -4.903 -2.281  -0.18
C -0.596 4.046 -3.755  -0.94
C -1.373 2.025 4.120  -0.48
C 3.862 1.073 -4.454  0.10
C -0.080 -0.224 -3.884  -0.44
C -5.285 -2.460 2.669  -0.42
C -2.485 -1.512 -0.399  0.16
C 6.411 -7.877 1.943  -1.02
C 3.770 -4.041 2.715  -0.93
H -1.714 1.873 3.098  0.18
H 4.547 -7.737 0.846  0.25
H 0.042 -0.582 -6.061  0.71
H -1.580 -6.341 9.029  0.39
H -1.150 -3.033 -3.667  1.04
H 0.087 -0.377 -0.983  -0.41
H -5.627 -2.846 1.709  0.40
H -0.066 5.336 7.837  0.33
H -1.970 1.406 4.789  0.09
H -2.460 -3.599 -0.725  0.49
H -0.720 -2.020 5.194  0.40
H 0.422 1.197 0.565  0.34
H 6.762 -7.784 2.970  0.28
H -1.991 0.337 -3.240  0.14
H 1.558 8.429 -7.656  0.29
H -0.342 1.675 4.183  0.37
H 3.093 11.067 -7.324  0.27
H -1.120 0.668 -1.625  0.63
H 1.209 4.214 8.391  0.39
H 1.195 2.270 -0.573  0.73
H -4.916 -0.781 7.075  0.28
H -0.854 4.109 3.863  0.35
H -4.114 -0.656 -3.656  0.12
H 0.030 -2.344 -0.933  0.08
H -6.870 -0.999 2.874  0.34
H 0.373 -3.734 -3.324  0.96
H 0.158 -4.600 8.871  0.27
H -4.587 0.953 6.823  0.35
H -3.123 -1.880 0.407  0.26
H -1.830 2.280 -0.287  -0.51
H -5.416 1.524 -1.063  0.31
H 4.038 7.049 -3.560  0.37
H 3.600 -3.446 -1.306  0.62
H -2.408 0.013 -5.509  0.50
H -1.537 4.526 -3.986  0.48
H 6.938 -7.135 1.347  0.30
H 2.727 -4.331 2.622  0.31
H 0.186 2.995 -6.469  0.33
H 1.808 -6.492 -1.637  0.39
H 4.706 1.423 -5.006  0.58
H 4.408 -8.467 2.439  0.29
H 0.078 3.747 1.190  0.38
H 2.773 2.625 -2.910  0.78
H -4.502 -1.726 2.476  -0.13
H -2.507 3.828 4.384  0.31
H -3.950 1.757 -0.092  0.05
H -2.088 -0.909 5.516  -0.26
H 1.535 -1.406 -0.222  -0.18
H -1.795 -1.648 -5.361  0.43
H -7.232 -2.572 3.567  0.27
H -0.615 -0.833 6.537  0.36
H 4.113 -4.131 3.743  0.40
H -2.672 -2.723 -2.208  0.14
H 2.709 -3.268 -4.003  0.94
H -1.340 -3.869 9.426  0.33
H 1.891 -3.157 -1.177  0.06
H -1.482 2.146 -3.430  0.08
H 0.633 -2.078 -4.781  0.45
H 1.556 10.887 -8.192  0.39
H 1.337 0.410 -5.430  0.48
H 2.966 8.907 -8.593  0.27
H 6.677 -8.864 1.564  0.40
H 3.918 -3.024 2.361  0.27
H -1.133 -6.101 7.327  0.25
H -4.837 -3.271 3.245  0.27
H -3.744 -2.335 -4.163  0.33
H -6.275 0.370 6.841  0.40
H 1.632 10.637 -6.449  0.30
H 4.296 6.336 -5.176  0.29
H -2.638 -5.437 7.947  0.30
H -0.716 3.544 -0.815  0.30
H -0.501 3.718 8.479  0.31
H -4.329 -1.144 -5.319  0.45
H 5.119 7.865 -4.721  0.38
H 3.902 -2.299 -3.237  0.36
H -0.411 -3.957 -1.322  0.71
H 0.531 5.822 -4.037  0.59
H 2.303 -1.207 -4.342  0.80
H -1.629 -1.039 0.082  0.13
H -5.485 1.147 0.638  0.36

Forces on atoms 1 to 3 (eV/Å):
-0.3 -0.2 0.6
-0.4 0.1 0.2
0.5 0.0 -0.2

Calculated values
Multiplicity ... 1
Net charge ... +1
Kohn-Sham gap ... 9.65 eV
ΔE to the lowest compared entry with this formula, charge and spin ... 0.00 kJ/mol
E ... -5895.8739 a.u.

Q: Which formula does entry 3 have?
A: C43H80F4N3O22S5